[1]
Here is C15H22N2O in the gas phase at a distorted geometry from the Open Molecules 2025 dataset. Energies are from the ωB97M-V functional and the def2-TZVPD basis.

Structure (ORCA input):
```
! RIJCOSX wB97M-V def2-TZVPD def2/J DEFGRID3
* xyz 0 1
C 0.99610 2.47770 1.10099
C -0.50538 2.10899 1.48677
C -1.36695 3.46152 1.50971
C -0.45828 1.41132 2.82237
N -1.16540 1.29471 0.49313
C -1.11370 1.48600 -0.94472
O -0.88140 2.52947 -1.41667
C -1.87166 0.46624 -1.74917
C -1.01557 -0.82433 -1.96716
C -0.86134 -1.81160 -0.70095
C 0.64847 -1.62536 -0.17202
C 0.62740 -1.89730 1.29311
N 0.56232 -2.23274 2.40543
C -1.36877 -3.22304 -1.31662
C -2.78162 -3.10966 -1.62376
C -2.91297 -2.18378 -2.61037
C -1.57927 -1.69588 -2.99879
C -0.86301 -3.06591 -2.80325
H 1.57414 1.55768 1.13546
H 1.48385 3.17746 1.74494
H 1.13159 2.95511 0.02866
H -1.29319 3.95638 2.53421
H -0.95311 4.18609 0.92015
H -2.49049 3.28700 1.30543
H -0.05984 0.41299 2.85640
H -1.45811 1.36426 3.21644
H 0.16658 1.93628 3.57640
H -1.39405 0.36657 0.76832
H -2.73926 0.27250 -1.27188
H -2.07703 0.89242 -2.71843
H -0.00047 -0.51063 -2.33621
H -1.62590 -1.42743 -0.04618
H 1.37315 -2.16974 -0.67416
H 1.03626 -0.60821 -0.30866
H -1.00017 -4.05270 -0.86470
H -3.60862 -3.65715 -1.13289
H -3.86932 -1.74305 -2.83979
H -1.67975 -1.30933 -4.02333
H 0.20410 -2.94686 -2.94589
H -1.24784 -3.91999 -3.50687
*
```

LUMO energy = 0.0251 hartree
HOMO energy = -0.3438 Eh
SMILES = CC(C)(C)NC(=O)C[C@H]1[C@H](CC#N)[C@H]2C=C[C@@H]1C2
Maximum force = 0.097 hartree/bohr

=====

[2]
Here is C3H4N2O in the gas phase at a distorted geometry from the Open Molecules 2025 dataset. Energies are from the ωB97M-V functional and the def2-TZVPD basis.

Structure (ORCA input):
```
! RIJCOSX wB97M-V def2-TZVPD def2/J DEFGRID3
* xyz 0 1
C 2.67973 0.04250 -0.19057
C 1.51645 0.20228 0.31330
C 0.24788 0.74831 0.04336
O -0.20364 1.90922 -0.04664
N -0.67554 -0.24240 0.00964
N -2.07016 0.07095 -0.09273
H 3.67768 -0.49079 -0.23819
H -0.42507 -1.27115 0.00067
H -2.30088 -0.35360 0.98701
H -2.44644 -0.61533 -0.78584
*
```

LUMO energy = -0.0013 hartree
HOMO energy = -0.3568 Eh
SMILES = C#CC(=O)NN
Maximum force = 0.153 hartree/bohr

=====

[3]
Here is a molecular structure, C41H41AuGeP2Si from the Open Molecules 2025 dataset. Energies are from the ωB97M-V functional and the def2-TZVPD basis.

Structure (ORCA input):
```
! RIJCOSX wB97M-V def2-TZVPD def2/J DEFGRID3
* xyz -2 1
Au 0.04324 -0.47048 -1.33890
C -0.39837 3.06875 -0.65872
Si 0.68115 2.04705 0.55690
C 2.30250 3.07508 0.12814
C 2.95461 4.23715 0.54904
C 4.07427 4.72507 -0.11728
C 4.55513 4.08193 -1.24860
C 3.91914 2.93058 -1.70015
C 2.83215 2.42650 -0.99691
P 2.07743 0.71240 -1.27447
C 3.20427 -0.34777 -0.27296
C 3.95436 0.14993 0.78789
C 4.76631 -0.68882 1.53938
C 4.84647 -2.04198 1.23743
C 4.09724 -2.55111 0.18505
C 3.28122 -1.70963 -0.55958
C 2.92970 0.46922 -3.00679
C 4.08239 -0.25668 -3.28831
C 4.49405 -0.49007 -4.60092
C 3.77477 0.03330 -5.66223
C 2.63441 0.79055 -5.39761
C 2.21904 0.98517 -4.09242
C -0.02399 2.57112 2.28500
C 0.55047 3.54693 3.10074
C -0.11886 4.04128 4.21928
C -1.38208 3.55548 4.52578
C -1.93528 2.54124 3.74410
C -1.25914 2.00135 2.65310
P -1.54398 0.41583 1.20165
C -0.56645 -0.69684 2.34368
C -0.79031 -0.67822 3.72134
C -0.03839 -1.45272 4.59463
C 0.97188 -2.27090 4.10926
C 1.20258 -2.31292 2.74150
C 0.43541 -1.54478 1.87426
C -3.25402 0.14508 1.86352
C -4.18117 1.18127 1.75348
C -5.49609 1.02722 2.16887
C -5.91874 -0.17903 2.71554
C -5.00828 -1.22100 2.83225
C -3.69573 -1.06111 2.40451
H -0.17804 4.13371 -0.53415
H -1.45767 2.89821 -0.46837
H -0.19655 2.80371 -1.70301
H 2.58328 4.79862 1.39929
H 4.56877 5.62245 0.24320
H 5.42434 4.46579 -1.77189
H 4.29206 2.41670 -2.57736
H 3.89208 1.20224 1.03660
H 5.32776 -0.28191 2.37213
H 5.47451 -2.69796 1.82949
H 4.13535 -3.60845 -0.05135
H 2.68835 -2.10835 -1.37511
H 4.68945 -0.64481 -2.47837
H 5.38605 -1.08002 -4.78506
H 4.09019 -0.14713 -6.68364
H 2.05787 1.21193 -6.21399
H 1.29703 1.53176 -3.90707
H 1.53053 3.94845 2.86482
H 0.33948 4.81090 4.83326
H -1.92460 3.94906 5.38245
H -2.90612 2.13777 4.03277
H -1.56638 -0.03900 4.11916
H -0.24195 -1.40460 5.65927
H 1.57418 -2.86530 4.78829
H 1.99059 -2.93358 2.33360
H 0.62415 -1.60980 0.81126
H -3.85530 2.13489 1.35053
H -6.19299 1.85196 2.06379
H -6.94437 -0.30539 3.04354
H -5.32035 -2.17102 3.25375
H -3.00425 -1.89230 2.48473
C -2.94774 -1.74196 -3.15188
Ge -3.13034 -0.61440 -1.53944
C -4.99023 -1.00962 -0.95947
C -3.19181 1.23819 -2.18913
C -1.72194 -0.97714 -0.28525
H -3.73674 -1.51700 -3.87690
H -3.02111 -2.79616 -2.87330
H -1.97174 -1.57762 -3.60970
H -5.58421 -1.27044 -1.84052
H -5.45016 -0.15295 -0.46491
H -5.01571 -1.84584 -0.25803
H -3.97713 1.31855 -2.94684
H -2.23518 1.52428 -2.62729
H -3.41240 1.93714 -1.38115
H -1.86454 -2.01454 0.05872
*
```

LUMO energy = 0.1681 hartree
HOMO energy = 0.0114 Eh
Maximum force = 0.011 hartree/bohr

=====

[4]
Here is a molecular structure, C15H9AuN8O2S at a distorted geometry from the Open Molecules 2025 dataset. Energies are from the ωB97M-V functional and the def2-TZVPD basis.

Structure (ORCA input):
```
! RIJCOSX wB97M-V def2-TZVPD def2/J DEFGRID3
* xyz 0 3
Au -0.47658 0.20868 0.03355
N 3.78401 -0.32632 0.00120
C 2.59384 0.29994 0.00044
N 1.57828 -0.63618 0.00135
C 2.28703 -1.84400 0.00265
N 3.61524 -1.67054 -0.00879
C 1.83487 -3.22075 -0.01446
C 2.86216 -4.25808 -0.00446
N 2.52626 -5.52680 0.00051
C 1.21414 -5.80840 -0.01657
C 0.28548 -4.81380 -0.00124
N 0.54043 -3.50697 -0.00009
H 4.72129 0.07102 -0.00063
H 2.48349 1.39256 0.00450
H 3.89077 -3.96205 -0.01202
H 0.93698 -6.85035 0.00263
H -0.76352 -5.14185 -0.00311
O 1.66073 3.89626 -0.00169
C 0.58471 3.29419 0.00223
O 0.60972 2.01536 -0.04471
C -0.70056 4.00560 -0.01259
C -0.68807 5.37609 0.00093
C -1.80411 6.16967 0.00361
C -3.06353 5.57350 0.00420
C -3.16562 4.17918 -0.00414
C -1.97926 3.36176 -0.00570
S -2.22926 1.69604 0.01368
H 0.28886 5.83137 0.00752
H -1.72903 7.24583 -0.00540
H -3.94990 6.21370 -0.00203
H -4.13521 3.72349 0.01108
N -1.70018 -1.40955 0.14056
C -2.50088 -2.27411 0.02320
N -3.45570 -3.17894 -0.17191
C -3.06731 -4.48730 0.03559
N -2.88958 -5.63823 0.02010
*
```

LUMO energy (alpha / beta) = -0.0160 / -0.1360 hartree
<S²> = 2.03
HOMO energy (alpha / beta) = -0.3146 / -0.3180 Eh
Maximum force = 0.061 hartree/bohr

=====

[5]
Here is C4H8O in the gas phase at a distorted geometry from the Open Molecules 2025 dataset. Energies are from the ωB97M-V functional and the def2-TZVPD basis.

Structure (ORCA input):
```
! RIJCOSX wB97M-V def2-TZVPD def2/J DEFGRID3
* xyz 0 1
C -0.01403 -1.36322 -0.17672
C -0.22594 0.17325 -0.26557
C 1.04498 0.99795 -0.31296
C -1.18688 0.41284 0.85534
O -2.40098 0.21817 0.65817
H 0.43188 -1.69830 -1.10534
H -1.00057 -1.70268 0.14655
H 0.68586 -1.62746 0.60291
H -0.68793 0.39340 -1.24163
H 1.53055 1.14923 0.67148
H 0.89517 2.03131 -0.69730
H 1.77765 0.60639 -1.04318
H -0.84978 0.40911 1.90825
*
```

LUMO energy = 0.0337 hartree
HOMO energy = -0.3610 Eh
SMILES = CC(C)C=O
Maximum force = 0.069 hartree/bohr

=====

[6]
Here is a molecular structure, C6H6NiO3 at a distorted geometry from the Open Molecules 2025 dataset. Energies are from the ωB97M-V functional and the def2-TZVPD basis.

Structure (ORCA input):
```
! RIJCOSX wB97M-V def2-TZVPD def2/J DEFGRID3
* xyz 1 4
O -0.33899 3.82901 0.62379
C 0.34597 3.45131 -0.33814
O 1.38063 3.92977 -0.82476
C -0.10473 -0.86202 0.88373
H -1.08460 -0.65965 1.34460
H 0.61073 -0.23327 1.43542
C 0.25416 -2.33164 1.00505
H 1.25874 -2.54708 0.60117
H 0.29579 -2.62852 2.05931
H -0.52083 -2.98283 0.56126
C -0.12825 2.17722 -1.05552
C -0.55400 0.99629 -0.72933
C -0.16587 -0.34413 -0.52427
O 0.19965 -1.06255 -1.49564
Ni -0.06344 -2.69595 -2.04119
H -1.38494 1.96404 -1.50548
*
```

LUMO energy (alpha / beta) = -0.1807 / -0.2870 hartree
<S²> = 3.80
HOMO energy (alpha / beta) = -0.4415 / -0.5009 Eh
Maximum force = 0.092 hartree/bohr